[1]
A structure of composition C51H63I2N5O2P2SSi2TeY, computed with the ωB97M-V functional and the def2-TZVPD basis.

Results
- HOMO level: -0.5518 Eh
- Total charge: +3
- LUMO energy: -7.15 eV

```
130
Properties=species:S:1:pos:R:3:forces:R:3:mulliken_charge:R:1
Y 0.0862 0.1701 -0.8537 -0.24 -0.40 -0.01 -1.42
O -1.4627 -2.0303 -0.3851 0.08 0.17 0.04 1.97
C -0.9610 -3.1058 0.3829 0.01 -0.06 0.01 0.14
C -1.7257 -3.7012 1.3705 0.00 0.02 -0.02 0.00
C -1.2096 -4.8025 2.0360 0.01 -0.01 0.01 -0.94
C 0.0562 -5.2909 1.7328 -0.01 0.01 -0.01 -0.83
C 0.8282 -4.6499 0.7805 -0.01 0.01 -0.01 -0.86
C 0.3231 -3.5461 0.0915 -0.03 0.00 0.03 -0.59
P 1.2799 -2.5543 -1.0694 0.06 0.16 -0.01 2.68
C 1.1400 -3.3519 -2.6896 -0.04 -0.02 0.01 -0.12
C 0.1080 -4.2480 -2.9507 -0.02 -0.01 -0.01 -0.61
C -0.0748 -4.7516 -4.2336 0.01 0.01 0.00 -0.66
C 0.7752 -4.3684 -5.2588 0.00 0.00 0.01 -0.87
C 1.8191 -3.4854 -5.0021 -0.01 -0.01 -0.01 -1.06
C 1.9959 -2.9739 -3.7277 -0.01 0.02 0.01 -0.04
C 3.0002 -2.7248 -0.5334 0.04 -0.01 -0.01 0.28
C 3.9463 -3.5455 -1.1441 -0.03 0.01 0.00 -0.83
C 5.2397 -3.6025 -0.6399 0.01 0.00 0.02 -0.74
C 5.5925 -2.8553 0.4765 0.01 -0.01 -0.01 -0.92
C 4.6483 -2.0474 1.1010 -0.02 -0.01 -0.01 -0.25
C 3.3617 -1.9825 0.5904 0.01 -0.02 0.02 0.46
C -2.8177 -2.1565 -0.7601 -0.04 -0.05 -0.02 -0.52
C -3.3198 -3.3906 -1.1495 0.04 0.03 0.01 -0.17
C -4.6657 -3.5056 -1.4496 -0.02 0.00 0.00 -0.91
C -5.5064 -2.4010 -1.3601 0.01 0.00 0.00 -1.06
C -4.9783 -1.1710 -1.0225 0.01 0.02 -0.01 0.29
C -3.6157 -1.0248 -0.7326 0.02 -0.09 0.00 -0.76
P -2.8648 0.6019 -0.5118 0.23 0.20 -0.12 2.35
C -3.6210 1.5460 -1.8885 -0.05 0.08 0.04 0.45
C -3.9544 0.9060 -3.0841 0.02 -0.01 -0.01 -0.25
C -4.4546 1.6292 -4.1566 0.00 -0.01 0.01 -0.76
C -4.6141 3.0047 -4.0597 0.00 0.02 0.01 -0.77
C -4.2779 3.6516 -2.8787 -0.01 -0.02 0.00 -0.80
C -3.7881 2.9281 -1.7989 -0.01 0.00 -0.01 -0.47
C -3.5127 1.2762 1.0405 -0.04 -0.01 0.00 1.25
C -3.1041 2.5494 1.4442 0.02 -0.01 0.02 -0.30
C -3.5940 3.1010 2.6160 0.00 0.01 0.00 -1.29
C -4.4598 2.3727 3.4210 0.01 0.01 0.00 -0.89
C -4.8386 1.0931 3.0455 0.01 0.00 -0.01 -0.90
C -4.3755 0.5475 1.8556 0.01 -0.02 0.01 -1.21
H -2.7177 -3.3356 1.5993 0.00 0.01 0.00 0.59
H -1.8049 -5.2826 2.8011 0.00 0.00 0.00 0.48
H 0.4436 -6.1563 2.2524 0.00 0.00 0.00 0.48
H 1.8311 -4.9997 0.5678 0.00 0.01 0.00 0.52
H -0.5477 -4.5709 -2.1518 0.01 0.00 0.01 0.29
H -0.8740 -5.4546 -4.4265 0.00 0.00 0.00 0.50
H 0.6374 -4.7682 -6.2543 0.00 0.00 0.00 0.49
H 2.4983 -3.2095 -5.7984 0.00 0.00 0.00 0.47
H 2.8237 -2.3027 -3.5294 0.00 0.01 0.00 0.67
H 3.6787 -4.1489 -2.0021 0.00 0.00 0.00 0.58
H 5.9702 -4.2458 -1.1122 0.00 0.00 0.00 0.49
H 6.5997 -2.9118 0.8677 0.00 0.00 0.00 0.45
H 4.9158 -1.4752 1.9808 0.00 0.00 0.00 0.60
H 2.6180 -1.3618 1.0803 -0.02 0.03 0.01 -0.94
H -2.6781 -4.2597 -1.1840 0.00 0.00 0.00 0.49
H -5.0634 -4.4673 -1.7448 0.00 0.00 0.00 0.52
H -6.5617 -2.4985 -1.5733 0.00 0.00 0.00 0.49
H -5.6195 -0.2983 -1.0003 0.01 0.01 0.00 0.63
H -3.8301 -0.1639 -3.1924 0.00 -0.02 0.02 0.36
H -4.7307 1.1113 -5.0663 0.00 0.00 0.00 0.51
H -5.0169 3.5666 -4.8919 0.00 0.00 0.00 0.45
H -4.4209 4.7199 -2.7842 0.00 0.00 0.00 0.53
H -3.5686 3.4540 -0.8802 0.00 -0.01 -0.02 0.24
H -2.4085 3.1219 0.8399 0.00 -0.02 0.00 0.51
H -3.3064 4.1038 2.9001 0.01 0.01 0.01 0.65
H -4.8382 2.8039 4.3380 0.00 0.00 0.00 0.45
H -5.5096 0.5200 3.6711 0.00 0.00 0.00 0.50
H -4.6963 -0.4450 1.5694 0.00 -0.01 -0.01 0.34
I -1.0169 -1.2073 -7.1243 -0.01 -0.02 -0.04 0.17
C -0.9627 -0.1941 -5.3384 -0.03 0.08 0.03 -1.52
C -1.1904 1.1531 -5.1276 -0.03 -0.06 -0.09 -0.12
N -1.0449 1.3805 -3.8176 0.11 0.01 0.07 -0.06
N -0.7653 0.2484 -3.1386 0.07 -0.09 -0.03 1.45
C -0.7062 -0.7123 -4.0671 -0.10 -0.01 0.12 -0.13
H -1.4625 1.9417 -5.8098 0.01 0.00 -0.01 0.63
H -1.2628 2.2221 -3.2966 -0.05 -0.02 0.04 -0.06
H -0.4988 -1.7355 -3.7922 0.03 0.00 -0.01 0.35
C 2.7270 4.2718 -3.4632 0.00 -0.03 0.00 -1.29
N 1.6820 3.4809 -2.8204 -0.05 0.07 0.02 0.10
C 1.0727 3.8329 -1.6951 0.07 -0.08 0.00 0.21
N 1.4557 4.9292 -1.0585 0.03 -0.01 0.03 -0.21
S -0.2504 2.9209 -1.0611 -0.03 0.02 -0.02 -0.16
H 3.0274 3.7723 -4.3793 -0.01 0.00 0.00 0.36
H 3.5993 4.3532 -2.8125 0.00 0.02 0.00 0.39
H 2.3629 5.2667 -3.7243 0.01 0.01 0.01 0.46
H 1.2700 2.7057 -3.3145 0.06 -0.02 0.00 0.16
H 2.1705 5.5461 -1.4120 -0.01 0.00 -0.01 0.26
H 0.9902 5.1837 -0.2026 -0.01 0.01 0.01 0.17
C 3.3405 -1.8657 4.9675 -0.02 -0.02 -0.02 -1.04
Si 1.6581 -1.1535 4.5973 0.02 0.01 0.04 0.06
C 0.5453 -2.4380 3.8220 -0.01 -0.02 0.01 -0.46
C 0.8550 -0.4257 6.1121 -0.02 0.01 -0.02 -1.08
C 1.9017 0.2306 3.3136 0.00 0.07 0.03 0.52
Te 0.0571 0.8703 2.4349 -0.03 -0.09 -0.12 0.06
C 0.4862 2.9643 2.4036 0.04 -0.01 -0.05 0.52
Si 0.6914 3.9199 4.0460 -0.07 0.01 0.02 0.04
C -0.8916 3.8264 5.0235 0.02 0.01 -0.01 -0.93
C 2.1135 3.2968 5.0795 0.01 0.00 0.00 -0.75
C 1.0294 5.6695 3.4773 -0.02 -0.01 0.00 -1.11
H 3.2698 -2.6129 5.7608 0.00 0.00 0.00 0.41
H 4.0430 -1.1011 5.3049 -0.01 0.02 0.00 0.36
H 3.7675 -2.3610 4.0918 0.00 0.00 0.01 0.28
H 0.4110 -3.2806 4.5044 0.01 -0.01 -0.01 0.55
H 0.9648 -2.8340 2.8927 0.00 0.02 0.00 -0.23
H -0.4524 -2.0422 3.6114 0.01 0.02 0.00 0.27
H 0.5837 -1.2211 6.8096 0.00 0.00 0.00 0.42
H -0.0623 0.1170 5.8690 0.00 0.01 0.00 0.27
H 1.5235 0.2531 6.6446 0.01 0.00 0.00 0.33
H 2.6075 -0.0281 2.5285 0.01 -0.02 -0.01 -0.34
H 2.2854 1.1257 3.8043 0.00 -0.03 -0.03 -0.07
H -0.3675 3.3927 1.8730 0.00 0.02 0.04 -0.43
H 1.3540 3.1074 1.7543 0.02 -0.02 0.00 -0.06
H -1.2274 2.8004 5.1897 0.00 -0.01 -0.02 0.26
H -1.6972 4.3760 4.5349 -0.01 -0.02 0.00 0.29
H -0.7380 4.2836 6.0035 -0.01 -0.01 0.01 0.49
H 1.9136 2.3150 5.5115 0.00 0.00 0.01 -0.03
H 2.2501 3.9842 5.9179 0.00 0.01 -0.01 0.48
H 3.0624 3.2603 4.5394 0.00 -0.02 -0.01 0.35
H 0.2076 6.0641 2.8741 0.00 -0.01 0.00 0.34
H 1.9513 5.7384 2.8943 0.01 -0.01 0.00 0.32
H 1.1432 6.3343 4.3360 0.00 0.01 0.00 0.36
N 3.5550 0.3361 -3.6865 -0.03 0.00 0.03 -0.14
C 3.2168 0.4363 -2.4055 -0.01 0.02 -0.04 0.28
O 2.0327 0.3046 -2.0489 -0.03 0.17 -0.01 0.36
C 4.3287 0.6741 -1.4247 -0.03 -0.04 0.04 -1.00
I 3.6734 1.8356 0.2190 0.00 0.02 0.00 0.13
H 2.8577 0.0608 -4.3645 0.00 0.01 0.01 0.24
H 4.5152 0.4034 -3.9854 0.01 -0.01 -0.01 0.22
H 5.1859 1.1605 -1.8810 0.00 0.01 0.00 0.80
H 4.6307 -0.2924 -1.0151 0.02 0.01 -0.01 0.12
```
Forces are in eV/Å.

[2]
A cluster of 13 separate species, C51H64Cl6F6N4O4 in total, computed with the ωB97M-V functional and the def2-TZVPD basis.

Results
- HOMO level: -0.3246 Eh
- Total charge: 0
- LUMO energy: 0.19 eV

```
135
Properties=species:S:1:pos:R:3:forces:R:3:mulliken_charge:R:1
C 5.6327 -3.6383 1.2574 1.04 -0.73 -0.15 -1.08
C 4.5882 -2.7220 0.7935 -0.50 1.16 0.91 0.49
O 4.2814 -1.7711 1.5241 0.12 0.14 -0.37 -0.70
N 3.9739 -2.8946 -0.3651 0.04 -0.21 -0.86 0.07
C 4.1194 -4.0253 -1.2461 -0.49 -0.86 -1.04 -1.20
H 5.2328 -4.1282 2.1447 0.42 -0.11 0.06 0.21
H 6.5052 -3.0240 1.4801 -0.16 0.05 0.53 0.29
H 6.0172 -4.3515 0.5287 -0.47 -0.23 0.05 0.45
H 3.4514 -2.0800 -0.6527 -0.31 -0.33 -0.12 0.07
H 3.6298 -4.9460 -0.9256 -0.14 0.15 0.70 0.41
H 5.1349 -4.3365 -1.4908 0.19 0.55 0.09 0.37
H 3.5961 -3.8390 -2.1839 0.22 0.42 -0.03 0.37
C 4.7639 -1.5747 4.7794 0.94 -0.07 -1.26 -0.74
C 3.4969 -0.7978 4.8530 -0.55 0.68 1.17 0.79
O 3.1187 -0.2776 5.8899 -0.20 -0.04 0.51 -0.71
N 2.8197 -0.6198 3.7010 0.29 -0.70 -0.09 0.38
C 1.5021 -0.0708 3.6110 -0.85 -0.13 -0.71 -0.86
H 5.4603 -1.4863 5.6117 -0.59 0.16 0.24 0.34
H 5.2532 -1.1367 3.9078 0.42 -0.21 -0.12 0.02
H 4.6269 -2.6234 4.5155 -0.23 -0.02 0.14 0.21
H 3.1903 -1.0379 2.8583 0.03 -0.08 0.05 0.01
H 0.8057 -0.8071 3.2051 0.07 -0.29 -0.31 0.39
H 1.5315 0.7378 2.8799 -0.27 0.37 0.30 0.06
H 0.9989 0.1972 4.5390 0.86 0.37 0.20 0.36
C 0.4860 -0.2518 -4.6677 -0.81 1.28 0.27 0.11
C 0.8386 -0.7409 -6.0349 3.31 -3.14 1.48 0.40
O 1.7298 -1.6448 -6.0715 -1.93 1.94 -0.73 -0.72
N 0.2511 -0.2422 -7.1114 -1.03 0.52 -0.43 -0.16
C 0.5414 -0.6527 -8.4603 0.48 -0.05 -0.46 -0.93
H -0.1203 0.6541 -4.7197 -0.42 -0.03 0.06 0.02
H 1.3500 0.0788 -4.0915 0.34 -0.40 -0.32 0.11
H -0.0293 -1.0056 -4.0732 0.00 -0.10 -0.24 -0.06
H -0.5255 0.3919 -6.9995 0.25 -0.04 0.20 0.26
H -0.3203 -0.4330 -9.0898 0.06 -0.09 0.02 0.34
H 0.8107 -1.7056 -8.5383 -0.25 -0.02 0.29 0.31
H 1.4048 -0.1063 -8.8414 -0.01 0.11 -0.10 0.29
C 0.4203 4.5605 6.8358 -0.48 -0.24 -0.76 -1.07
C 0.0733 4.4588 5.3492 -0.39 0.93 -0.54 0.74
O 0.1139 5.4350 4.6003 0.39 -0.64 0.58 -0.66
N -0.4199 3.2717 4.9378 0.47 -0.18 0.78 -0.08
C -0.9009 2.9420 3.6171 0.29 0.18 0.29 -0.56
H 0.4842 3.6015 7.3498 0.32 -0.06 -0.19 0.30
H -0.4571 5.0498 7.2594 0.31 0.46 0.23 0.28
H 1.3394 5.1387 6.9168 -0.25 0.04 0.29 0.31
H -0.5589 2.5849 5.6639 0.16 -0.06 -0.26 0.23
H -0.1976 2.2675 3.1276 -0.32 -0.51 0.08 -0.13
H -0.9134 3.8073 2.9551 -0.40 0.25 0.45 0.30
H -1.8834 2.5235 3.8340 -0.09 -0.21 -1.01 0.42
C -6.0079 -0.7742 -0.9884 -0.30 0.92 0.79 0.38
Cl -7.3227 -1.5791 -0.0388 0.62 0.60 -0.57 -0.18
Cl -4.7977 -1.8875 -1.5184 0.26 -0.64 -0.52 -0.01
H -6.4325 -0.1750 -1.7931 -0.24 -0.64 -0.20 0.37
H -5.4494 -0.0511 -0.3947 -0.46 -0.22 0.62 -0.60
C -2.8056 2.6468 -3.7022 0.68 -0.65 -0.30 0.51
Cl -3.3041 4.1026 -2.9474 -0.41 1.20 0.49 -0.16
Cl -3.9121 1.3162 -3.3288 -0.07 -0.34 -0.32 -0.12
H -2.7706 2.7849 -4.7818 -0.03 -0.11 0.17 0.39
H -1.8232 2.4025 -3.3001 -0.11 -0.20 -0.19 -0.61
C -4.0251 -4.2523 -4.4614 -0.36 -0.35 -0.34 -0.45
Cl -3.3839 -5.7329 -3.7212 -0.05 0.26 0.02 -0.14
Cl -3.0252 -2.8367 -4.1851 0.34 0.17 0.00 -0.01
H -4.0724 -4.4210 -5.5361 0.02 0.03 0.18 0.32
H -5.0190 -4.0491 -4.0655 0.19 -0.10 0.07 0.28
F 0.6688 -2.0281 -1.7023 0.17 0.59 0.12 -0.34
C 0.0907 -0.9102 -1.1780 -1.55 -0.34 0.03 0.47
C -1.3044 -0.7950 -1.2948 0.40 0.62 -0.18 0.04
C -1.9159 0.3380 -0.7528 0.44 -0.32 -0.17 1.40
C -1.1558 1.2438 -0.0441 0.62 1.26 -0.01 -1.73
C 0.2250 1.1386 0.0642 -0.57 -0.98 0.14 -0.51
C 0.8383 0.0337 -0.5145 0.77 -0.11 0.15 -0.81
H -1.8854 -1.4908 -1.8826 0.11 -0.25 0.08 0.15
H -2.9545 0.5887 -0.9073 -0.07 -0.49 0.05 0.01
H -1.5842 2.1694 0.3136 -0.39 -0.11 0.22 0.69
H 0.7888 1.8434 0.6577 0.14 0.14 -0.22 0.69
H 1.9105 -0.0880 -0.4547 0.13 -0.09 0.07 0.08
F 2.9138 2.8018 1.7671 -1.49 -0.48 -0.49 -0.11
C 4.2094 2.8248 1.9692 2.66 -0.11 0.65 -0.16
C 4.9869 1.6710 2.0822 -1.25 -0.84 -0.72 0.74
C 6.3229 1.7244 2.3740 0.29 0.75 -0.04 -0.77
C 6.9079 2.9655 2.5390 0.86 1.14 0.74 -0.47
C 6.1767 4.1470 2.4659 -1.25 -0.80 -0.78 -0.73
C 4.8189 4.0480 2.1272 -0.02 0.54 0.33 -0.34
H 4.6056 0.6869 1.8482 -0.55 -0.02 0.21 0.19
H 6.8911 0.8105 2.4664 0.06 0.00 -0.06 0.44
H 7.9496 3.0850 2.8013 0.18 -0.35 -0.03 0.35
H 6.5761 5.1397 2.6124 0.35 -0.15 0.06 0.40
H 4.1786 4.9130 2.0266 0.09 0.24 0.08 0.44
F 0.5205 3.3111 -4.3757 0.23 0.25 -0.10 -0.25
C 1.6041 3.4848 -3.5739 -0.09 0.54 0.31 -0.20
C 2.5189 4.4857 -3.8032 0.67 0.72 -0.19 -0.46
C 3.6301 4.6625 -2.9476 -1.15 -1.44 0.08 -0.64
C 3.7969 3.7408 -1.8936 -0.02 0.49 -0.85 -0.58
C 2.8491 2.7335 -1.6951 0.81 0.49 -0.08 -0.29
C 1.7223 2.6722 -2.4875 -0.08 -1.21 0.26 0.84
H 2.3752 5.1254 -4.6622 0.03 0.11 -0.05 0.43
H 4.3650 5.4274 -3.1501 -0.06 0.06 0.03 0.39
H 4.7054 3.8038 -1.3123 -0.07 -0.14 0.25 0.47
H 3.0471 1.9353 -0.9944 -0.15 0.19 0.36 0.24
H 0.9987 1.8907 -2.3066 -0.13 0.02 -0.12 -0.02
F 0.1406 -8.9147 -1.5183 -0.42 0.47 -0.08 -0.33
C -0.0154 -7.5821 -1.2655 0.44 -0.43 0.00 0.41
C 0.2786 -6.6785 -2.2598 0.29 0.27 0.03 -0.78
C 0.3215 -5.3210 -1.9168 -0.92 0.01 0.23 -0.23
C -0.0080 -4.9294 -0.6303 0.49 -0.39 1.04 -0.11
C -0.3435 -5.8822 0.3492 0.81 1.00 -0.32 -0.75
C -0.3439 -7.2034 0.0238 -0.72 -1.02 -0.29 -0.42
H 0.5241 -7.0473 -3.2450 0.03 0.08 -0.08 0.46
H 0.4890 -4.5201 -2.6225 0.31 -0.26 -0.34 0.54
H 0.1444 -3.9112 -0.3026 -0.29 0.16 -0.25 0.38
H -0.4245 -5.6240 1.3951 -0.47 0.32 -0.06 0.42
H -0.7157 -7.9405 0.7209 0.43 -0.21 0.13 0.40
F -2.5613 -3.9037 1.7470 0.42 -0.69 -0.55 -0.19
C -3.2207 -2.7869 1.9853 -1.21 2.25 1.94 -0.02
C -2.5334 -1.5749 2.1569 0.01 0.06 -0.52 -0.04
C -3.1987 -0.3802 2.4825 -0.15 -0.44 -0.54 -0.16
C -4.5461 -0.3888 2.7474 -1.47 -1.63 0.12 -0.60
C -5.2313 -1.6291 2.7512 1.18 -0.78 -0.99 -0.76
C -4.5854 -2.8219 2.3309 0.35 1.03 0.32 -0.58
H -1.4711 -1.5194 1.9654 0.13 -0.19 -0.09 0.57
H -2.7318 0.5925 2.4259 0.55 -0.18 0.11 0.50
H -5.1490 0.4930 2.9078 0.30 0.23 0.20 0.43
H -6.2806 -1.7433 2.9813 -0.06 0.40 0.11 0.42
H -5.1281 -3.7559 2.3417 0.02 -0.08 -0.14 0.41
F -4.1753 2.0447 0.6035 -0.21 0.18 -0.26 0.18
C -5.3832 2.6681 0.5329 -0.38 -0.33 1.33 0.19
C -6.0230 2.7837 -0.6630 0.88 -0.25 -0.55 0.28
C -7.2330 3.4651 -0.7359 0.01 -0.98 0.78 -1.05
C -7.8470 3.8183 0.4721 -0.02 0.69 -1.88 -0.41
C -7.2131 3.6253 1.6767 -0.66 0.57 0.42 -0.68
C -5.9765 3.0473 1.7184 1.11 -0.08 0.29 -0.25
H -5.4353 2.2720 -1.4136 -0.54 0.53 -0.90 0.11
H -7.7528 3.5996 -1.6731 0.07 0.05 -0.06 0.42
H -8.7744 4.3532 0.3265 -0.22 -0.04 0.67 0.35
H -7.6629 4.0041 2.5831 -0.09 -0.16 0.10 0.39
H -5.4220 2.9337 2.6387 -0.06 -0.03 0.12 0.45
```
Forces are in eV/Å.